The following is a DFT calculation (wB97M-V/def2-TZVPD) of a cluster of 2 separate species, CH2Cl4Si in total.

Results
Net charge = 0
Maximum force = 1.92 eV/Å
LUMO energy (alpha / beta) = -0.0478 / -0.1583 Eh
Relative energy (zero: lowest compared OMol25 entry of this formula, charge and spin) = 88.2 kcal/mol
HOMO-LUMO gap (alpha / beta) = 10.2 / 5.6 eV

Last column: natural (NBO) charge in e.
Atoms and positions in Å:
C  0.48125  0.46984  0.78470  -0.687
Si  -0.97471  -0.37952  -0.12702  1.329
Cl  3.39433  -0.22219  -0.78419  -0.022
Cl  -2.69807  0.48444  0.57437  -0.353
Cl  -1.05578  -2.39175  -0.15260  -0.317
Cl  -0.87702  0.32255  -2.02330  -0.349
H  1.53277  0.29089  0.48224  0.190
H  0.19722  1.42574  1.24579  0.209